No. 1
{
  "formula": "C38H41F4N7",
  "method": "ωB97M-V/def2-TZVPD",
  "species": ["C", "H", "C", "H", "C", "C", "H", "H", "C", "H", "C", "C", "N", "C", "H", "H", "C", "H", "H", "C", "H", "C", "H", "H", "H", "F", "H", "H", "H", "H", "C", "C", "H", "N", "C", "F", "C", "H", "H", "H", "H", "H", "C", "N", "C", "C", "C", "C", "C", "C", "H", "C", "C", "H", "C", "H", "N", "H", "H", "H", "H", "N", "F", "C", "C", "H", "H", "H", "N", "C", "C", "C", "H", "C", "C", "C", "F", "H", "H", "N", "H", "H", "H", "C", "H", "C", "C", "C", "C", "H"],
  "positions_angstrom": [[-0.807, 7.805, 18.512], [-6.605, 0.494, 20.624], [-8.448, -1.501, 19.831], [-4.561, 4.467, 18.524], [-6.164, 1.368, 20.164], [-1.745, 6.824, 19.058], [-9.060, 4.492, 20.512], [-9.923, 3.322, 13.191], [-11.062, 4.592, 19.906], [-1.346, 8.623, 18.041], [-9.283, -2.099, 22.001], [-10.041, 4.182, 20.866], [-11.784, 4.901, 19.067], [-4.376, 6.563, 22.620], [-3.686, 5.297, 16.663], [-5.372, 4.871, 23.444], [-4.406, -1.837, 19.103], [-9.914, -1.921, 22.863], [-7.577, -4.687, 20.641], [-3.776, 5.816, 15.712], [-2.933, 5.509, 15.096], [-2.732, -3.489, 18.752], [-10.180, 4.603, 21.859], [-0.863, 3.240, 21.278], [-4.733, 5.614, 15.240], [-8.205, 1.945, 19.140], [-8.333, -0.820, 18.999], [-0.617, 4.955, 21.439], [-4.367, 1.149, 21.256], [-0.187, 8.128, 19.348], [-9.961, 3.020, 15.359], [-8.892, 4.760, 16.637], [-2.336, 3.025, 16.361], [-3.574, 8.401, 16.060], [-8.560, 5.368, 15.429], [-5.299, -0.973, 18.545], [-5.123, 5.322, 22.485], [-8.613, 5.291, 17.536], [-4.807, -1.266, 21.141], [-3.072, 2.254, 17.810], [-7.014, 3.963, 18.171], [-0.683, 4.193, 19.820], [-3.190, -2.685, 20.958], [-2.469, -0.053, 15.782], [-7.837, -2.747, 19.734], [-2.380, 0.936, 16.357], [-3.678, 7.269, 15.906], [-4.235, -1.892, 20.472], [-5.037, 3.667, 19.074], [-8.654, -3.328, 21.891], [-2.169, -4.142, 18.098], [-9.177, -1.180, 20.972], [-0.336, 4.089, 20.842], [-10.098, 3.095, 20.924], [-3.709, -2.653, 18.237], [-3.257, 3.086, 20.098], [-2.480, 6.070, 19.519], [-3.819, -2.520, 17.168], [-10.006, 3.174, 17.504], [-1.293, 2.256, 17.553], [-3.108, -2.680, 22.038], [-3.788, 7.539, 22.716], [-7.846, 6.523, 15.495], [1.114, 3.927, 20.890], [-7.128, 0.963, 16.072], [-8.690, 5.377, 13.281], [-10.433, 2.045, 15.338], [-6.698, -0.012, 15.880], [-5.767, 2.852, 14.888], [-9.658, 3.615, 16.577], [-6.378, 3.374, 18.820], [-6.900, 2.233, 19.375], [-7.361, -3.013, 18.798], [-2.272, 2.208, 17.077], [-2.460, -3.506, 20.117], [-4.319, 2.905, 19.977], [-8.828, -4.231, 22.863], [-8.151, 1.093, 15.708], [-7.115, 1.294, 17.107], [2.253, 3.793, 20.932], [-4.466, 4.600, 21.997], [-9.673, -0.219, 20.993], [-6.015, 5.488, 21.888], [-4.867, 1.723, 20.486], [-0.171, 7.335, 17.763], [-7.969, -3.684, 20.744], [-8.968, 4.895, 14.206], [-6.384, 2.019, 15.372], [-9.692, 3.689, 14.182], [-1.725, -4.193, 20.513]],
  "lowdin_charge": [-0.0487, 0.1048, -0.1068, 0.0772, -0.0169, -0.2554, 0.0692, 0.1063, -0.2801, 0.0756, -0.0165, -0.0648, 0.1446, -0.2948, 0.0407, 0.0834, -0.2821, 0.1180, 0.1204, -0.0655, 0.0834, -0.0743, 0.0816, 0.0760, 0.0664, 0.0322, 0.0928, 0.0773, 0.1056, 0.0884, -0.1128, -0.0341, 0.0721, 0.1298, -0.2748, 0.0281, -0.0682, 0.1114, 0.1023, 0.0474, 0.0934, 0.0446, -0.0803, 0.1332, -0.0871, -0.2677, -0.2767, -0.0248, -0.0810, -0.2913, 0.1079, -0.0837, -0.0961, 0.0749, -0.0196, 0.0885, 0.1600, 0.1124, 0.0911, 0.0826, 0.1055, 0.1277, 0.0439, -0.2794, -0.0301, 0.1178, 0.1051, 0.0876, 0.1472, -0.0979, -0.0031, -0.2941, 0.1076, -0.0502, -0.0894, -0.1255, 0.0678, 0.0659, 0.0482, 0.1251, 0.0537, 0.1004, 0.0785, -0.0650, 0.0855, -0.0086, -0.0089, -0.2681, -0.0694, 0.1023],
  "relative_energy_ev": 0.000,
  "total_charge": 0,
  "molar_mass_g_mol": 671.787,
  "max_force_ev_per_a": 1.58,
  "e_tot_ev": -61369.1898,
  "smiles": "Fc1ccccc1.Fc1ccccc1.Fc1ccccc1.Fc1ccccc1.CC#N.CC#N.CC#N.CC#N.CC#N.CC#N.CC#N"
}

---

No. 2
{
  "formula": "C38H41KN3O2PS3Te",
  "method": "ωB97M-V/def2-TZVPD",
  "species": ["H", "H", "H", "C", "C", "C", "H", "C", "H", "C", "H", "S", "H", "S", "C", "C", "H", "C", "H", "H", "C", "H", "H", "C", "H", "S", "C", "H", "H", "C", "C", "C", "H", "O", "H", "H", "C", "H", "C", "H", "H", "C", "O", "N", "C", "H", "C", "H", "H", "H", "C", "C", "C", "H", "C", "C", "C", "C", "H", "H", "C", "H", "H", "C", "K", "H", "C", "H", "C", "C", "C", "C", "H", "H", "H", "C", "Te", "P", "N", "C", "H", "C", "H", "N", "C", "H", "H", "C", "H", "H"],
  "positions_angstrom": [[2.643, -2.415, 8.399], [1.751, -2.184, -2.697], [6.134, 0.526, 4.471], [-1.939, 6.317, 0.589], [4.875, -0.102, 1.421], [0.999, 2.110, -5.901], [3.510, -5.113, 7.617], [0.010, 2.486, -6.803], [-3.369, -4.791, -1.520], [1.467, -1.394, 5.399], [-0.296, -2.379, -6.429], [1.066, 0.086, 4.474], [-0.871, -5.046, -1.678], [-2.431, -1.896, -4.249], [2.427, -4.984, 7.556], [2.656, -3.454, -4.195], [-2.777, -4.703, 1.550], [-1.196, 1.803, -6.825], [0.178, 3.317, -7.478], [1.427, -4.754, 5.035], [-1.922, -3.828, -0.252], [3.724, 0.483, 4.975], [5.152, -0.252, 0.380], [5.419, 0.328, 3.680], [-0.702, -3.309, -1.963], [-0.193, -0.456, -2.056], [-4.270, 7.544, -2.174], [-2.094, -5.869, 0.401], [-4.482, 6.943, -3.062], [3.145, 0.029, 2.937], [5.853, 0.126, 2.373], [1.578, -3.787, 5.503], [-1.022, -4.891, 1.419], [-0.354, 0.005, 4.204], [-4.723, 3.460, 1.773], [-1.975, 2.100, -7.517], [-2.557, 5.124, 1.004], [-2.348, 0.193, -5.959], [-0.741, -4.074, -1.195], [1.435, -3.907, -7.319], [0.896, -2.673, 3.788], [2.568, -3.932, -5.493], [1.516, 1.186, 5.302], [1.788, -0.078, 3.086], [1.510, -3.535, -6.304], [2.099, -0.337, 7.134], [-1.956, -4.886, 0.855], [-5.355, 3.335, 0.109], [-5.212, 8.005, -1.861], [-3.803, 2.600, 0.570], [0.631, -2.183, -4.508], [-4.455, 3.464, 0.715], [1.275, -2.632, 4.801], [-2.000, 7.997, -0.738], [-3.671, 6.706, -1.075], [-2.502, 7.082, -0.432], [-1.413, 0.740, -5.955], [-1.759, -2.505, 0.379], [-0.812, 7.002, 2.287], [-3.196, -3.055, -1.823], [2.075, -3.727, 6.803], [3.321, -4.612, -5.875], [1.533, 0.780, -4.301], [0.778, 1.058, -5.028], [-0.292, 0.866, 1.513], [3.478, -3.760, -3.558], [0.545, -2.672, -5.811], [6.900, 0.155, 2.103], [1.693, -2.577, -3.706], [2.259, -2.478, 7.386], [-3.743, 4.735, 0.348], [1.959, -1.315, 6.691], [1.939, 2.649, -5.870], [0.107, 6.029, 1.176], [-3.590, 8.346, -2.468], [-3.235, -3.817, -1.045], [-1.744, 3.963, 2.592], [-0.673, -1.035, -3.882], [-1.613, -1.485, 0.883], [4.076, 0.289, 3.973], [-5.184, 5.194, -1.163], [-0.665, 6.799, 1.224], [0.203, -4.074, -0.647], [3.574, -0.157, 1.673], [-0.429, 0.362, -5.053], [-0.306, 7.705, 0.729], [2.042, -4.954, 8.577], [-4.274, 5.524, -0.667], [-4.086, -3.623, -0.388], [2.015, -5.865, 7.064]],
  "lowdin_charge": [0.1057, 0.0589, 0.0936, -0.3400, -0.1847, -0.0977, 0.0757, -0.1140, 0.0858, -0.2643, 0.0916, 0.5197, 0.0902, 0.1382, -0.0671, -0.0986, 0.0846, -0.1023, 0.0892, 0.1044, -0.5868, 0.0830, 0.0929, -0.1075, 0.0213, 0.2090, -0.0782, 0.0815, 0.0690, -0.3977, -0.1217, -0.0464, 0.0830, -0.3797, 0.0467, 0.0916, -0.5898, 0.0492, -0.0514, 0.0907, 0.1164, -0.1177, -0.3292, -0.1863, -0.1046, 0.1078, -0.0544, 0.0621, 0.0672, 0.0554, -0.3824, -0.1275, -0.0452, 0.0978, -0.3027, -0.0482, -0.1167, -0.1818, 0.0510, 0.0204, -0.2902, 0.0878, 0.0949, -0.1015, 0.4891, 0.0942, -0.1086, 0.0783, -0.1191, -0.0532, -0.3333, -0.0565, 0.0940, 0.0466, 0.0614, -0.0529, 0.5649, -0.0338, 0.1410, -0.0315, 0.1044, -0.1384, 0.0930, 0.1019, -0.3802, 0.0588, 0.0716, -0.0451, 0.0859, 0.0673],
  "relative_energy_ev": 0.362,
  "total_charge": -2,
  "molar_mass_g_mol": 865.638,
  "max_force_ev_per_a": 0.22,
  "e_tot_ev": -114055.3815
}

---

Number 1: HOMO -9.507 eV. Number 2: HOMO -1.464 eV.